# 1
{"formula": "C4H7NOS", "method": "ωB97M-V/def2-TZVPD", "molar_mass_g_mol": 117.173, "e_lumo_ha": 0.014, "energy_ev": -18633.119, "relative_energy_kj_mol": 138.1, "symbols": ["O", "C", "C", "C", "N", "C", "S", "H", "H", "H", "H", "H", "H", "H"], "xyz": [[-0.96390, 1.94386, -0.99348], [-1.58546, 0.62472, -1.17531], [-0.66679, -0.25218, -1.99203], [0.26811, -1.01789, -1.43816], [0.59744, -1.08681, -0.09121], [0.59313, -0.09122, 0.84037], [1.04195, -0.24570, 2.39253], [-1.67550, 2.52467, -0.72022], [-2.47877, 0.79858, -1.79785], [-1.91029, 0.26602, -0.19186], [-0.92004, -0.39225, -3.03150], [0.85524, -1.73196, -1.98735], [1.02613, -1.92282, 0.20635], [0.30720, 0.86508, 0.41906]], "mulliken_charge": [-0.53, -0.65, -0.28, -0.24, -0.15, -0.20, -0.33, 0.30, 0.33, 0.43, 0.35, 0.37, 0.23, 0.38]}

# 2
{"formula": "C4H7NS", "method": "ωB97M-V/def2-TZVPD", "molar_mass_g_mol": 101.174, "e_lumo_ha": -0.010, "energy_ev": -16583.146, "relative_energy_kj_mol": 365.2, "symbols": ["C", "N", "C", "C", "S", "C", "H", "H", "H", "H", "H", "H", "H"], "xyz": [[-1.65675, -0.13816, -0.23742], [-0.29741, -0.12608, -0.62493], [0.75253, -0.96035, -0.07847], [1.36933, 0.21696, 0.51779], [2.81689, 0.36163, 1.19543], [0.33025, 1.11539, -0.07386], [-2.24810, 0.73128, -0.39860], [-1.88507, -0.60629, 0.83628], [-2.13057, -0.95075, -0.88874], [0.74916, -1.83725, 0.82561], [1.44030, -1.48627, -0.83001], [0.98894, 1.78468, -0.89240], [-0.22949, 1.89522, 0.64932]], "mulliken_charge": [-0.92, -0.04, -0.39, 0.01, -0.31, -0.32, 0.38, 0.27, 0.29, 0.23, 0.25, 0.22, 0.32]}

# 3
{"formula": "C4H7NS", "method": "ωB97M-V/def2-TZVPD", "molar_mass_g_mol": 101.174, "e_lumo_ha": 0.012, "energy_ev": -16584.388, "relative_energy_kj_mol": 245.4, "symbols": ["C", "C", "C", "N", "C", "S", "H", "H", "H", "H", "H", "H", "H"], "xyz": [[2.55846, -0.26944, 1.05529], [1.23884, 0.51049, 0.66444], [0.05519, -0.03422, 1.35941], [0.40369, -0.31380, -0.03979], [-0.41331, 0.10251, -1.02625], [-2.05331, 0.01147, -1.08170], [2.28423, -1.34172, 1.12239], [3.24780, -0.12823, 0.22904], [3.21152, 0.14444, 1.83212], [1.20402, 1.49677, 0.37232], [-0.96127, 0.44709, 1.38834], [0.09152, -0.95043, 2.10190], [0.31416, 0.48909, -1.77765]], "mulliken_charge": [-1.23, 0.30, -0.64, -0.22, -0.14, -0.30, 0.32, 0.31, 0.34, 0.52, 0.30, 0.16, 0.32]}

# 4
{"formula": "C4H7NS", "method": "ωB97M-V/def2-TZVPD", "molar_mass_g_mol": 101.174, "e_lumo_ha": 0.017, "energy_ev": -16581.567, "relative_energy_kj_mol": 517.5, "symbols": ["C", "C", "C", "C", "H", "H", "H", "H", "H", "H", "H", "N", "S"], "xyz": [[-2.26048, -0.72146, 0.18940], [-1.14659, 0.33916, -0.29472], [0.06798, -0.18313, -0.30894], [1.09233, 0.83025, 0.07004], [-2.34818, -0.83885, 1.42856], [-1.77636, -1.76322, -0.43042], [-3.53758, -0.32751, -0.28725], [-1.46770, 1.46935, -0.39878], [0.27441, -1.16531, -0.28289], [0.91394, 2.00146, 0.17139], [4.48354, 0.26759, 0.09510], [2.33696, 0.76486, 0.10138], [3.36775, -0.67320, -0.05286]], "mulliken_charge": [-0.76, -0.06, -0.36, 0.01, 0.23, 0.24, 0.23, 0.26, 0.36, 0.23, 0.20, -0.38, -0.20]}